# 1
Formula: C24H38InO40S9
Source: OMol25
Level of theory: the ωB97M-V functional and the def2-TZVPD basis

The net charge is +1. Its gap between HOMO and LUMO is 4.530 eV. The multiplicity is 1. The calculation puts the energy above the lowest of the compared OMol25 structures with the same formula, charge and spin at 6.678 eV.

Last column: Löwdin charge in e.
CARTESIAN COORDINATES (ANGSTROEM)
In1 15.766 18.564 7.242  1.1913
S1 13.193 22.215 8.000  0.7854
S2 22.352 17.845 2.413  0.7324
S3 18.123 14.844 6.308  0.7185
S4 17.509 22.307 7.114  0.7483
S5 11.957 25.263 4.178  0.8263
S6 11.508 18.868 5.550  0.7160
S7 15.466 24.969 0.270  0.8122
S8 11.957 22.799 -2.600  0.8068
S9 14.183 16.422 3.563  0.6823
O1 11.059 20.441 5.440  -0.1977
O2 20.757 17.855 1.905  -0.2699
O3 18.907 22.921 6.427  -0.2146
O4 13.952 22.788 9.415  -0.1817
O5 13.178 26.345 3.798  -0.2038
O6 13.431 22.515 -2.571  -0.2696
O7 15.226 21.500 0.495  0.1023
O8 11.038 24.930 3.049  -0.2501
O9 22.800 19.191 2.677  -0.2277
O10 13.957 17.290 2.208  -0.1817
O11 13.121 24.057 4.212  -0.2530
O12 17.608 20.911 7.391  -0.3006
O13 17.440 14.776 4.837  -0.1811
O14 11.276 23.420 -3.747  -0.2272
O15 13.888 21.018 7.444  -0.3398
O16 16.266 24.649 1.529  -0.3010
O17 15.265 20.484 5.120  0.0425
O18 17.752 23.097 8.545  -0.2148
O19 15.487 15.651 3.063  -0.1771
O20 16.078 26.399 -0.418  -0.1863
O21 19.676 14.825 5.706  -0.1470
O22 11.904 23.730 -1.237  -0.2257
O23 17.063 19.102 0.171  0.0815
O24 14.576 17.251 4.708  -0.3178
O25 12.799 18.823 6.185  -0.3176
O26 22.748 17.235 0.971  -0.2192
O27 16.249 22.908 6.557  -0.2741
O28 13.948 25.579 0.564  -0.2283
O29 17.256 18.777 4.720  0.0605
O30 17.827 16.131 6.948  -0.3302
O31 17.841 13.678 7.069  -0.1942
O32 11.045 21.650 -1.802  -0.2099
O33 11.770 22.145 8.215  -0.1928
O34 13.151 15.446 3.868  -0.1962
O35 11.607 18.825 3.921  -0.2223
O36 11.485 25.420 5.586  -0.2463
O37 10.429 17.996 6.050  -0.2080
O38 13.680 23.615 7.291  -0.2390
O39 15.302 24.006 -0.829  -0.2444
O40 22.538 16.729 3.391  -0.2593
C1 18.394 14.819 3.849  -0.2232
C2 11.798 21.211 4.498  -0.1374
C3 11.797 22.970 -0.069  -0.2246
C4 14.441 24.452 4.288  -0.2037
C5 16.815 19.384 3.741  -0.2525
C6 20.582 18.113 0.479  -0.1503
C7 21.857 17.513 -0.166  -0.1060
C8 17.131 18.977 2.395  0.1557
C9 11.007 21.752 -0.384  -0.1662
C10 15.283 21.115 2.801  0.1645
C11 19.294 24.181 6.940  -0.1290
C12 13.756 26.749 -0.239  -0.1452
C13 12.115 20.126 3.410  -0.0879
C14 16.627 19.601 1.336  -0.2526
C15 14.170 24.100 9.493  -0.2185
C16 18.664 24.193 8.401  -0.1298
C17 15.491 15.689 1.641  -0.1875
C18 15.706 20.460 3.973  -0.2716
C19 19.689 14.349 4.435  -0.2315
C20 15.113 27.381 -0.380  -0.2257
C21 15.651 20.767 1.519  -0.2103
C22 14.546 16.648 1.090  -0.1730
C23 13.442 24.638 8.205  -0.1721
C24 14.428 25.992 4.337  -0.1540
H1 11.173 23.572 0.592  0.1240
H2 15.062 14.736 1.333  0.1422
H3 17.918 24.970 8.569  0.1234
H4 20.490 19.184 0.300  0.1267
H5 15.212 24.404 9.595  0.1222
H6 17.943 18.271 2.312  0.1454
H7 13.149 20.011 3.086  0.0915
H8 9.949 21.884 -0.160  0.1411
H9 14.844 24.128 3.328  0.0824
H10 12.766 22.845 0.414  0.1129
H11 19.443 24.184 9.164  0.1311
H12 13.660 24.445 10.393  0.1358
H13 19.862 13.273 4.423  0.1417
H14 13.879 16.115 0.412  0.1503
H15 11.479 20.879 0.067  0.1234
H16 11.144 21.989 4.103  0.1306
H17 19.677 17.558 0.232  0.1186
H18 18.779 24.939 6.350  0.1242
H19 15.243 26.528 3.852  0.1386
H20 11.479 20.073 2.526  0.1251
H21 12.721 21.693 4.819  0.0970
H22 20.371 24.103 6.790  0.1425
H23 20.522 14.739 3.851  0.1339
H24 13.845 25.558 7.781  0.1309
H25 18.494 15.856 3.527  0.1277
H26 16.487 15.844 1.224  0.1410
H27 13.359 26.429 -1.202  0.1399
H28 15.016 17.529 0.652  0.1195
H29 13.086 27.323 0.402  0.1450
H30 14.496 26.348 5.365  0.1176
H31 21.588 16.549 -0.599  0.1291
H32 14.946 23.822 5.020  0.0993
H33 12.367 24.802 8.280  0.1277
H34 14.741 22.038 2.945  0.1370
H35 22.223 18.195 -0.933  0.1316
H36 18.171 14.124 3.039  0.1452
H37 15.193 27.926 -1.320  0.1438
H38 15.492 27.986 0.443  0.1356

# 2
Formula: C24H39As3N2O2S3V
Source: OMol25
Level of theory: the ωB97M-V functional and the def2-TZVPD basis

The net charge is -2. The expectation value of S² is 0.77. Its gap between HOMO and LUMO (spin up / spin down) is 4.400 / 3.890 eV. The multiplicity is 2. The calculation puts the energy above the lowest of the compared OMol25 structures with the same formula, charge and spin at 0.000 eV.

Last column: Löwdin spin population.
CARTESIAN COORDINATES (ANGSTROEM)
As1 -0.360 -0.949 0.056  -0.0094
As2 1.914 1.713 -0.569  -0.0071
As3 3.671 -4.076 -1.865  0.0000
V1 -0.609 1.597 -0.056  1.0110
S1 0.984 3.912 1.462  -0.0042
S2 -0.993 3.927 -0.685  -0.0072
S3 0.641 6.382 -0.218  0.0081
O1 -0.537 0.999 -2.006  0.0093
O2 -1.263 1.428 1.881  0.0129
N1 -2.692 1.305 -0.224  -0.0024
N2 -3.371 1.159 0.987  0.0050
C1 2.314 -4.868 -0.680  -0.0001
C2 2.557 0.171 -1.676  -0.0014
C3 3.486 1.879 0.596  0.0018
C4 -1.902 -1.892 -0.712  -0.0073
C5 -4.900 0.933 -1.186  -0.0017
C6 2.425 3.065 -1.883  -0.0067
C7 0.945 -1.737 -1.198  -0.0025
C8 2.408 -1.270 -1.145  -0.0002
C9 5.091 -3.928 -0.509  0.0000
C10 2.963 -1.359 0.277  -0.0013
C11 -0.148 -2.113 1.628  0.0012
C12 -3.099 1.209 3.359  -0.0004
C13 -4.090 1.091 5.966  0.0005
C14 -3.419 1.185 -1.286  -0.0068
C15 -2.526 1.275 1.977  0.0061
C16 -0.994 1.336 -4.289  0.0001
C17 -2.272 1.497 4.440  0.0003
C18 0.228 4.788 0.191  0.0030
C19 -4.430 0.866 3.592  0.0005
C20 3.223 -2.160 -2.113  -0.0002
C21 -4.920 0.804 4.887  0.0000
C22 -1.487 1.196 -2.871  0.0045
C23 -2.824 1.260 -2.599  -0.0002
C24 -2.767 1.441 5.736  0.0000
H1 0.531 -1.488 -2.180  -0.0001
H2 2.126 -4.285 0.219  0.0000
H3 1.762 2.967 -2.742  -0.0002
H4 3.614 2.941 0.796  0.0002
H5 0.725 -1.817 2.207  -0.0002
H6 4.374 1.468 0.109  0.0002
H7 2.744 -2.114 -3.095  -0.0001
H8 5.509 -4.919 -0.329  0.0000
H9 -4.476 1.047 6.978  0.0000
H10 -0.369 0.477 -4.549  0.0001
H11 2.011 0.262 -2.619  -0.0002
H12 -1.810 1.425 -5.006  0.0000
H13 -5.364 1.647 -0.506  -0.0002
H14 2.433 -0.664 0.931  -0.0010
H15 2.269 4.045 -1.431  -0.0001
H16 -5.060 0.654 2.739  0.0001
H17 0.888 -2.822 -1.081  -0.0002
H18 -0.367 2.230 -4.347  0.0001
H19 3.315 1.374 1.546  -0.0001
H20 4.023 -1.092 0.299  0.0000
H21 3.467 2.945 -2.190  -0.0010
H22 -1.032 -1.974 2.251  0.0000
H23 -1.247 1.775 4.231  0.0000
H24 -2.131 -1.432 -1.674  -0.0002
H25 3.616 0.363 -1.886  -0.0002
H26 -0.066 -3.165 1.344  0.0001
H27 -2.116 1.677 6.570  0.0000
H28 -5.091 -0.063 -0.775  -0.0007
H29 4.731 -3.512 0.429  0.0000
H30 2.846 -2.361 0.694  0.0000
H31 2.693 -5.852 -0.396  0.0000
H32 -5.361 1.002 -2.171  0.0000
H33 4.221 -1.726 -2.248  -0.0001
H34 1.378 -5.006 -1.220  0.0000
H35 5.884 -3.288 -0.898  0.0000
H36 -3.499 1.383 -3.438  0.0002
H37 -5.956 0.534 5.059  0.0000
H38 -1.706 -2.960 -0.839  -0.0011
H39 -2.756 -1.742 -0.049  -0.0002

# 3
Formula: C24H39F3O24
Source: OMol25
Level of theory: the ωB97M-V functional and the def2-TZVPD basis

The net charge is 0. Its gap between HOMO and LUMO is 11.111 eV. As for the structure (SMILES): O=C1OC[C@@H](F)O1.O=C1OC[C@@H](F)O1.O=C1OC[C@@H](F)O1.COC(=O)OC.COC(=O)OC.COC(=O)OC.COC(=O)OC.COC(=O)OC. The multiplicity is 1. The calculation puts the energy above the lowest of the compared OMol25 structures with the same formula, charge and spin at 1.034 eV.

Last column: Löwdin charge in e.
CARTESIAN COORDINATES (ANGSTROEM)
F1 -0.039 0.862 -0.077  0.0907
F2 -2.961 3.256 -2.061  0.0571
F3 -2.864 2.971 2.392  0.0454
O1 -3.347 -3.554 -1.059  0.1254
O2 1.731 -1.444 4.047  -0.0255
O3 -2.561 -0.611 2.144  0.0002
O4 1.271 -2.777 0.111  -0.0176
O5 5.263 -1.020 -2.755  0.1281
O6 2.968 0.413 4.320  0.1423
O7 -1.286 4.403 3.094  0.1487
O8 0.804 1.006 -3.388  0.0880
O9 -1.231 -4.094 -1.544  0.0098
O10 2.368 -0.413 2.296  0.0116
O11 0.268 3.096 -3.923  0.1624
O12 4.259 0.872 -2.096  0.0162
O13 -2.337 6.299 -1.529  0.0468
O14 2.204 -4.632 -0.717  0.1387
O15 0.906 4.729 3.313  0.1822
O16 -4.001 0.470 3.271  0.0110
O17 -4.194 6.997 -0.509  0.1919
O18 2.204 -2.645 -1.831  -0.0318
O19 -0.148 2.259 -1.858  0.1209
O20 4.761 -0.572 -0.599  -0.0207
O21 0.014 3.992 1.365  0.0946
O22 -4.646 -0.575 1.319  0.1467
O23 -2.387 -5.464 -0.348  0.0229
O24 -4.155 5.080 -1.698  0.1463
C1 4.752 -0.340 -1.903  -0.6242
C2 0.674 0.124 -2.284  -0.0242
C3 -3.494 -5.749 0.480  -0.0495
C4 1.828 -1.777 5.425  -0.0334
C5 -5.150 1.288 3.407  -0.0486
C6 4.085 1.295 -3.434  -0.0456
C7 -2.006 5.390 -2.591  -0.0329
C8 1.933 -3.458 -0.815  -0.6402
C9 1.314 -3.259 1.452  -0.0260
C10 -3.633 6.196 -1.167  -0.5808
C11 -3.867 -0.236 2.163  -0.5996
C12 3.044 0.573 1.552  -0.0301
C13 2.431 -0.399 3.607  -0.6128
C14 3.060 -3.235 -2.830  -0.0241
C15 -3.247 4.487 -2.589  -0.2759
C16 -2.170 -1.506 1.126  -0.0553
C17 -2.399 -4.294 -0.972  -0.6341
C18 -0.286 0.935 -1.405  -0.3029
C19 5.412 -1.747 -0.140  -0.0140
C20 -1.123 -3.106 -2.558  -0.0172
C21 -0.014 4.420 2.626  -0.5537
C22 -2.185 4.126 2.063  -0.2524
C23 -1.294 3.854 0.830  -0.0346
C24 0.333 2.204 -3.125  -0.5667
H1 -3.654 4.384 -3.593  0.1691
H2 -1.326 -2.131 -2.103  0.0827
H3 -2.657 -2.477 1.201  0.0882
H4 2.977 1.602 1.908  0.1088
H5 -1.085 -1.587 1.106  0.0818
H6 3.618 2.272 -3.445  0.0998
H7 -5.107 2.218 2.837  0.0835
H8 4.961 1.188 -4.078  0.1007
H9 -2.437 -1.171 0.119  0.0841
H10 2.762 0.519 0.506  0.0766
H11 -3.922 -4.887 0.993  0.0937
H12 -5.282 1.644 4.426  0.0956
H13 -0.130 -3.186 -2.983  0.0892
H14 3.413 -2.493 -3.542  0.0860
H15 -3.166 -6.475 1.220  0.0950
H16 -4.345 -6.177 -0.055  0.0989
H17 2.488 -4.001 -3.347  0.1005
H18 2.825 -2.143 5.671  0.0996
H19 -1.309 0.586 -1.601  0.1714
H20 -6.043 0.752 3.085  0.0958
H21 0.969 -2.483 2.123  0.0658
H22 2.361 -3.369 1.746  0.1048
H23 -1.929 -3.253 -3.281  0.1103
H24 3.429 0.653 -4.041  0.0940
H25 -1.491 4.521 -0.010  0.1143
H26 -1.838 5.989 -3.485  0.1419
H27 5.413 -1.786 0.946  0.0982
H28 0.790 -4.208 1.529  0.1051
H29 1.650 0.062 -1.786  0.1292
H30 -1.444 2.866 0.402  0.1170
H31 4.120 0.379 1.546  0.0900
H32 6.448 -1.735 -0.479  0.1053
H33 0.440 -0.912 -2.504  0.1081
H34 1.696 -0.880 6.033  0.0953
H35 4.930 -2.650 -0.517  0.0879
H36 1.052 -2.486 5.690  0.0945
H37 -2.959 4.883 1.936  0.1692
H38 -1.059 4.905 -2.363  0.1208
H39 3.983 -3.625 -2.406  0.0940